Run A
Molecular formula: C2H12N4
Method: DFT, ωB97M-V with the def2-TZVPD basis set

Summary:
**Lowest unoccupied orbital energy**: 0.029 Ha
**Highest occupied orbital energy**: -8.7 eV

Atoms and positions in Å:
N1 -1.74527 0.40625 -0.97296
C1 -2.10046 -0.35706 0.24889
N2 -2.00081 0.46446 1.46573
H1 -0.74612 0.29116 -1.14011
H2 -2.40808 0.18894 -1.74179
H3 -1.52898 -1.29042 0.24673
H4 -3.23767 -0.59265 0.08172
H5 -1.09492 0.86873 1.70546
H6 -2.19146 -0.16274 2.30327
N3 2.71076 -0.16564 0.61474
C2 1.56147 -0.31789 -0.26236
N4 1.36750 0.85514 -1.15593
H7 2.32237 0.39565 1.40893
H8 3.15343 -1.04721 0.87468
H9 0.59246 -0.62887 0.19986
H10 1.62933 -1.17017 -0.87437
H11 1.69176 0.73114 -2.11474
H12 2.02469 1.53121 -0.88774

=====

Run B
Molecular formula: C2H12N4
Method: DFT, ωB97M-V with the def2-TZVPD basis set

Summary:
**Lowest unoccupied orbital energy**: 0.041 Ha
**Highest occupied orbital energy**: -9.1 eV

Atoms and positions in Å:
C1 -1.78422 1.61720 0.74071
N1 -1.21113 2.18585 -0.22052
H1 -2.85586 1.47834 0.86656
H2 -1.16618 1.28173 1.55813
H3 -1.83272 2.49902 -0.97587
C2 1.61388 0.45402 -0.14135
N2 1.14162 -0.86329 -0.54376
N3 1.99309 -1.93980 -0.17552
H4 1.72285 0.46232 0.94422
H5 0.85988 1.18975 -0.41632
H6 2.58049 0.72010 -0.59108
H7 1.04424 -0.89648 -1.55670
H8 1.90522 -2.07754 0.82904
H9 2.97702 -1.72998 -0.37493
N4 -1.82681 -0.84830 0.11353
H10 -2.27992 -1.05965 -0.76961
H11 -0.82011 -0.87995 -0.04547
H12 -2.06133 -1.59334 0.75894

=====

Of them, the most stable is run A and the least stable is run B.

=====

Run A
Molecular formula: C4H9NO
Method: DFT, ωB97M-V with the def2-TZVPD basis set

Summary:
**Lowest unoccupied orbital energy**: 0.024 Ha
**Highest occupied orbital energy**: -8.5 eV

Atoms and positions in Å:
N1 1.27521 -0.61225 1.74398
O1 2.32353 -0.08355 1.06646
H1 0.41174 -0.60162 1.15505
H2 1.47637 -1.59398 2.02247
H3 1.08471 -0.06715 2.60818
C1 -1.75638 -0.42662 0.17289
C2 -0.89352 0.11709 -0.65283
C3 0.31440 0.02441 -1.47193
C4 -0.45071 1.32888 -1.34432
H4 -1.71622 -1.47168 0.44723
H5 -2.57673 0.14101 0.58335
H6 0.25889 -0.51448 -2.40763
H7 1.27736 -0.04345 -0.97846
H8 -0.00174 2.11803 -0.75828
H9 -1.02690 1.68536 -2.18616

=====

Run B
Molecular formula: C4H9NO
Method: DFT, ωB97M-V with the def2-TZVPD basis set

Summary:
**Lowest unoccupied orbital energy**: 0.034 Ha
**Highest occupied orbital energy**: -9.8 eV

Atoms and positions in Å:
C1 -0.02314 -2.31967 0.37140
C2 -0.01828 -1.05285 1.24881
C3 0.73353 0.06987 0.53032
C4 -0.10567 0.97012 -0.33111
N1 0.25401 0.99384 -1.65992
O1 -0.94791 1.73122 0.09250
H1 -0.31729 -3.21482 0.90910
H2 0.98029 -2.49494 -0.00286
H3 -0.73066 -2.18550 -0.44686
H4 -1.04118 -0.70759 1.39763
H5 0.43203 -1.27377 2.21601
H6 1.33250 0.72236 1.17020
H7 1.55248 -0.34910 -0.06977
H8 0.63932 0.18323 -2.11532
H9 -0.28637 1.57916 -2.27773

=====

Of them, the most stable is run B and the least stable is run A.